A structure of composition C2H15NO4 at a distorted geometry, computed with ωB97M-V/def2-TZVPD.

Geometry as XYZ:
```
22
C2H15NO4 (ωB97M-V/def2-TZVPD)
H 0.332 -0.324 -0.384
O 1.442 -0.115 0.016
N -0.662 -0.693 -1.114
H 2.290 -0.558 -0.074
H -0.620 -0.362 -2.069
C -1.989 -0.414 -0.454
H -2.023 -1.142 0.368
H -2.849 -0.588 -1.118
H -0.496 -1.691 -1.025
C -2.045 1.052 -0.054
H -1.578 1.685 -0.808
H -3.047 1.441 0.091
H -1.516 1.216 0.903
O 0.539 0.920 2.524
H 0.379 0.862 1.573
H 1.449 0.736 2.762
O 2.619 1.570 -2.155
H 1.821 2.052 -2.369
H 2.422 0.848 -1.542
O 1.468 -2.351 1.705
H 1.461 -1.484 1.255
H 0.602 -2.660 1.969
```

Calculated values
Max |F|: 2.1 eV/A
E_tot: -440.86796 a.u.
HOMO-LUMO gap: 10.628 eV
HOMO: -10.398 eV


A cluster of 3 separate species, CH10N3O2 in total, computed with ωB97M-V/def2-TZVPD.

Geometry as XYZ:
```
16
CH10N3O2 (ωB97M-V/def2-TZVPD)
N -1.727 -0.551 -0.456
C -0.729 -1.400 -0.684
N 0.469 -0.955 -1.049
N -0.965 -2.722 -0.660
H -1.586 0.433 -0.309
H -2.644 -0.950 -0.536
H 1.258 -1.556 -1.216
H 0.635 0.047 -0.991
H -1.744 -3.081 -0.137
H -0.172 -3.346 -0.736
H 0.841 2.275 -0.220
H -0.486 2.574 -0.979
O -0.049 1.930 -0.406
H 2.092 2.511 3.519
H 3.334 2.717 2.622
O 2.388 2.553 2.605
```

Calculated values
Max |F|: 0.9 eV/A
E_tot: -358.66294 a.u.
HOMO-LUMO gap: 11.259 eV
Total charge: +1
HOMO: -14.181 eV


An isolated molecule of C2H4NO2P at a distorted geometry, computed with ωB97M-V/def2-TZVPD.

Geometry as XYZ:
```
10
C2H4NO2P (ωB97M-V/def2-TZVPD)
C -0.292 0.488 0.548
C 0.759 -0.073 -0.390
N 0.583 1.305 1.651
O 2.004 0.562 -0.366
O 1.616 0.353 2.218
P 2.180 1.365 1.095
H -0.901 1.183 -0.068
H -0.721 -0.234 1.238
H 0.894 -1.081 -0.057
H 0.342 -0.266 -1.342
```

Calculated values
Max |F|: 3.7 eV/A
E_tot: -625.12761 a.u.
SMILES: C1Cn2op2O1
HOMO-LUMO gap: 10.876 eV
HOMO: -10.030 eV


A structure of composition C31H37FNPS4SbV at a distorted geometry, computed with ωB97M-V/def2-TZVPD.

Geometry as XYZ:
```
77
C31H37FNPS4SbV (ωB97M-V/def2-TZVPD)
V -2.169 3.744 18.605
S -1.525 6.285 18.276
Sb -1.129 6.190 20.641
S 1.202 7.014 20.693
S -0.602 3.871 20.488
C -0.162 3.702 15.930
C -1.536 3.977 15.411
C -1.779 4.245 14.054
C -3.065 4.419 13.616
C -4.122 4.378 14.501
C -5.465 4.598 14.162
C -6.418 4.701 15.140
C -6.087 4.532 16.459
C -4.789 4.346 16.916
S -4.550 4.222 18.637
C -3.764 4.205 15.908
N -2.531 3.942 16.301
H 0.394 3.039 15.276
H -0.328 3.257 16.895
H 0.452 4.609 16.005
H -1.033 4.325 13.300
H -3.234 4.439 12.505
H -5.681 4.850 13.140
H -7.411 4.923 14.721
H -6.881 4.688 17.126
F 3.948 6.171 14.851
C 3.330 6.655 15.972
C 3.138 5.818 17.018
C 2.387 6.286 18.102
C 1.911 7.602 18.157
C 1.067 8.141 19.280
C 2.177 8.399 17.105
C 2.857 7.937 16.012
H 3.454 4.758 16.964
H 2.233 5.561 18.892
H 0.035 8.266 18.925
H 1.444 9.158 19.595
H 1.814 9.438 17.098
H 2.944 8.467 15.063
C -2.795 -1.746 18.026
C -2.984 -0.196 17.897
C -4.390 0.247 18.226
C -2.522 0.209 16.456
P -1.916 0.823 19.105
C -0.162 0.159 19.012
C 0.792 1.014 18.477
C 2.183 0.677 18.458
C 2.583 -0.491 19.056
C 1.621 -1.268 19.721
C 0.293 -0.962 19.706
C -2.535 0.480 20.874
C -1.415 0.805 21.843
C -3.587 1.532 21.154
C -3.059 -0.929 21.208
H -3.334 -2.237 17.210
H -3.057 -2.147 18.972
H -1.723 -2.000 17.864
H -5.079 -0.188 17.478
H -4.450 1.369 18.132
H -4.711 0.002 19.233
H -3.030 -0.520 15.762
H -1.460 0.009 16.433
H -2.825 1.234 16.136
H 0.465 1.859 17.990
H 2.791 1.467 17.993
H 3.659 -0.715 19.056
H 1.923 -2.196 20.204
H -0.403 -1.613 20.239
H -0.875 1.778 21.576
H -0.704 0.021 22.024
H -1.794 1.071 22.814
H -3.211 2.536 21.006
H -3.953 1.323 22.180
H -4.455 1.586 20.504
H -2.295 -1.704 21.032
H -3.904 -1.373 20.671
H -3.335 -0.952 22.273
```

Calculated values
Max |F|: 2.9 eV/A
E_tot: -4476.62603 a.u.
Multiplicity: 4
Expectation value of S²: 3.766
HOMO-LUMO gap (spin up / spin down): 6.397 / 6.747 eV
Total charge: -1
HOMO (spin up / spin down): -3.952 / -4.306 eV


An isolated molecule of C26H27N5O3, computed with ωB97M-V/def2-TZVPD.

Geometry as XYZ:
```
61
C26H27N5O3 (ωB97M-V/def2-TZVPD)
C 3.118 2.881 -1.070
C 4.182 2.454 -1.722
C 5.031 1.286 -1.313
H 5.046 0.538 -2.116
H 6.055 1.614 -1.109
O 4.573 0.675 -0.108
C 3.713 -0.322 -0.216
O 3.364 -0.837 -1.245
C 3.202 -0.713 1.178
C 3.452 -2.097 1.475
N 3.714 -3.178 1.741
C 1.745 -0.272 1.274
N 1.611 1.018 1.387
C 0.399 1.541 1.671
C 0.189 2.928 1.688
C -1.018 3.419 2.108
C -2.035 2.551 2.538
C -1.856 1.195 2.531
C -0.643 0.659 2.059
N -0.500 -0.665 1.907
C 0.612 -1.147 1.382
N 0.636 -2.477 1.075
C -0.582 -3.206 1.375
H -0.335 -4.268 1.324
C -1.690 -2.832 0.357
N -1.103 -2.258 -0.840
C -1.098 -0.875 -1.029
C 0.022 -0.199 -1.514
C 0.032 1.172 -1.696
C -1.086 1.916 -1.386
C -2.231 1.267 -0.953
C -2.267 -0.108 -0.799
O -3.396 -0.795 -0.417
C -4.644 -0.140 -0.382
C -5.202 0.154 -1.772
H -4.551 0.836 -2.314
H -6.189 0.600 -1.685
H -5.278 -0.770 -2.339
H -4.593 0.776 0.222
H -5.298 -0.850 0.134
H -3.105 1.861 -0.738
H -1.086 2.990 -1.490
H 0.930 1.648 -2.060
H 0.926 -0.736 -1.746
C 0.048 -3.034 -1.235
C 1.193 -2.940 -0.182
H 1.646 -3.922 -0.018
H 1.966 -2.263 -0.531
H 0.401 -2.715 -2.216
H -0.290 -4.072 -1.320
H -2.368 -2.115 0.804
H -2.254 -3.727 0.074
H -0.898 -2.957 2.387
H -2.635 0.514 2.836
H -2.973 2.970 2.874
H -1.196 4.484 2.117
H 0.986 3.581 1.366
H 3.767 -0.105 1.897
H 4.526 2.935 -2.628
H 2.551 3.727 -1.421
H 2.765 2.405 -0.169
```

Calculated values
Max |F|: 0.9 eV/A
E_tot: -1506.43499 a.u.
SMILES: C=CCOC(=O)[C@H](C#N)c1nc2ccccc2nc1N1CCN(c2ccccc2OCC)CC1
HOMO-LUMO gap: 7.200 eV
HOMO: -7.347 eV


A structure of composition C45H46AsF7N3V at a distorted geometry, computed with ωB97M-V/def2-TZVPD.

Geometry as XYZ:
```
103
C45H46AsF7N3V (ωB97M-V/def2-TZVPD)
V 0.843 0.431 0.166
C 0.704 -2.040 2.735
C 2.005 -1.857 1.976
N 2.307 -0.442 1.664
C 2.523 0.298 2.950
C 3.554 -0.282 3.913
C 3.527 -0.388 0.818
C 3.654 0.992 0.197
N 2.435 1.238 -0.570
C 1.588 2.301 -0.248
C 0.128 1.841 1.529
F -0.174 1.580 2.863
C -1.085 2.323 0.852
F -2.227 1.864 1.433
C -1.265 3.071 -0.256
C -0.287 3.514 -1.216
F -0.801 4.304 -2.195
C 0.994 3.110 -1.288
F 1.742 3.429 -2.368
H 0.492 -3.104 2.842
H -0.138 -1.573 2.217
H 0.752 -1.609 3.734
H 1.991 -2.405 1.035
H 2.830 -2.284 2.559
H 1.560 0.371 3.443
H 2.779 1.321 2.699
H 3.227 -1.204 4.392
H 3.716 0.450 4.704
H 4.524 -0.465 3.453
H 3.386 -1.124 0.020
H 4.424 -0.682 1.372
H 4.522 1.007 -0.474
H 3.812 1.778 0.943
H -2.295 3.244 -0.546
C -3.848 -6.901 -1.776
C -3.410 -5.517 -1.391
C -2.880 -4.644 -2.326
C -2.476 -3.357 -1.988
C -1.913 -2.488 -3.072
C -2.593 -2.924 -0.660
As -2.089 -1.130 -0.020
N -0.252 -1.021 -0.460
C 0.521 -2.109 -0.912
C 1.513 -1.880 -1.871
C 2.358 -2.904 -2.274
C 2.207 -4.183 -1.763
C 1.204 -4.429 -0.831
C 0.377 -3.408 -0.400
C -3.073 -0.019 -1.343
C -4.438 0.060 -1.000
C -5.042 -0.726 0.134
C -5.295 0.888 -1.717
C -4.842 1.679 -2.759
C -5.763 2.606 -3.498
C -3.498 1.605 -3.077
C -2.605 0.772 -2.405
C -1.208 0.778 -2.959
C -3.109 -3.804 0.304
C -3.258 -3.464 1.765
C -3.514 -5.079 -0.080
H -3.649 -7.100 -2.828
H -4.918 -7.036 -1.606
H -3.328 -7.657 -1.186
H -2.768 -4.971 -3.354
H -1.602 -3.100 -3.920
H -1.052 -1.922 -2.729
H -2.654 -1.767 -3.421
H 1.633 -0.884 -2.287
H 3.130 -2.695 -3.004
H 2.860 -4.983 -2.087
H 1.077 -5.423 -0.421
H -0.363 -3.609 0.362
H -4.480 -0.608 1.064
H -5.090 -1.794 -0.089
H -6.058 -0.378 0.322
H -6.340 0.928 -1.432
H -6.803 2.419 -3.234
H -5.661 2.489 -4.578
H -5.542 3.649 -3.263
H -3.108 2.220 -3.881
H -0.951 1.776 -3.309
H -1.139 0.097 -3.812
H -0.453 0.457 -2.249
H -2.601 -2.663 2.101
H -3.054 -4.348 2.371
H -4.281 -3.148 1.984
H -3.906 -5.751 0.677
F 7.275 6.808 3.431
C 6.403 7.122 2.433
F 7.184 7.184 1.306
F 6.018 8.407 2.652
C 5.272 6.187 2.340
C 4.021 6.600 1.856
C 2.977 5.731 1.708
C 3.100 4.337 2.034
C 4.397 3.938 2.510
C 5.425 4.830 2.648
C 2.047 3.472 1.965
C 1.341 2.673 1.208
H 3.871 7.639 1.588
H 2.022 6.089 1.346
H 4.551 2.905 2.799
H 6.378 4.471 3.020
```

Calculated values
Max |F|: 1.6 eV/A
E_tot: -5785.41453 a.u.
Multiplicity: 2
Expectation value of S²: 0.864
HOMO-LUMO gap (spin up / spin down): 5.018 / 5.012 eV
Total charge: -1
HOMO (spin up / spin down): -2.952 / -2.946 eV